No. 1
This record from OMol25 describes a structure of composition C46H44N11O2PtSi. The level of theory is ωB97M-V with the def2-TZVPD basis set.

Structure (XYZ):
```
105
Properties=species:S:1:pos:R:3
C -4.38 -3.39 -3.04
C 4.61 -0.50 -1.14
H -3.75 -6.70 -3.23
H -5.31 5.18 -2.73
C 3.90 1.63 -1.96
H 4.49 -0.88 2.24
N -2.67 -3.62 -0.80
C 0.29 -1.99 1.82
C 1.57 -3.88 0.34
H 1.77 1.86 -2.00
C -1.72 -2.81 -1.27
H 6.30 2.97 2.70
N -1.84 3.02 -2.45
H 0.84 4.49 6.14
C 0.03 4.96 0.06
O 0.56 1.93 0.40
H -4.26 -2.54 -2.39
C -3.91 -4.64 -2.67
C -5.53 -1.90 -4.62
H -6.90 2.40 -5.58
H 5.96 1.05 -1.72
H 2.10 -4.60 -0.27
C -2.58 -1.95 0.45
C -0.01 -3.31 2.04
C -0.95 2.07 -2.47
C 4.93 0.76 -1.62
H -5.75 -4.15 -6.04
H 3.66 -2.81 -0.66
C 0.34 4.12 5.25
H 2.37 0.22 1.60
C -4.83 3.12 -2.39
C -3.90 3.38 -1.22
C 1.94 5.73 1.48
Si 1.37 2.86 1.39
C -4.11 -5.72 -3.52
O -5.25 -0.83 -3.84
C 2.39 4.52 -0.69
C 3.23 0.82 1.86
H -1.46 2.87 2.08
C 3.10 2.21 1.81
H -2.33 -5.54 -1.52
H -6.66 4.72 -4.75
C -2.24 1.54 -0.89
H -3.84 -5.28 -0.62
N -1.63 -1.74 -0.50
H 0.02 5.87 -0.54
C -5.44 4.16 -3.08
N -2.65 2.67 -1.44
N 1.17 -1.58 0.88
H 2.16 3.75 4.18
H 4.19 4.05 2.11
H -0.15 -1.20 2.41
C 4.42 0.20 2.20
H 0.36 -5.32 1.35
C 5.53 0.98 2.51
H 3.36 4.11 -0.40
H -0.72 -3.60 2.81
H 1.94 3.87 -1.44
Pt 0.19 -0.18 -0.42
C -1.05 4.07 5.22
H 1.74 6.72 1.05
H -0.15 2.04 -3.20
H -4.93 -6.41 -5.38
H 5.39 -1.21 -0.88
C -4.78 -5.56 -4.73
C 1.46 4.65 0.52
H -0.36 4.15 -0.56
C -6.34 2.61 -4.69
H -1.13 -3.01 -2.15
C -5.24 -4.31 -5.10
C 0.61 -4.27 1.25
N -3.23 -3.07 0.29
C -1.70 3.60 4.08
C -0.96 3.22 2.97
N 2.95 -2.12 -0.53
H 3.02 5.66 1.65
H -4.55 0.99 -2.31
C 4.23 2.97 2.13
C 0.44 3.27 2.99
H -2.78 3.54 4.07
C -3.17 -4.86 -1.37
N -1.15 1.12 -1.53
H -2.79 -1.27 1.26
C -5.05 -3.22 -4.25
C -5.85 0.20 -4.49
C 1.86 -2.52 0.21
H 4.11 2.61 -2.35
N -6.45 -0.21 -5.57
H -1.62 4.40 6.07
C 2.61 1.21 -1.77
C 5.43 2.36 2.47
C 3.27 -0.84 -0.97
C -5.01 1.82 -2.84
H -4.34 3.03 -0.28
C 1.07 3.72 4.15
N -6.24 -1.56 -5.65
H -0.63 5.10 0.92
H 6.47 0.51 2.78
H 1.43 5.68 2.44
H -3.69 4.45 -1.14
C -5.75 1.56 -3.99
H 2.55 5.50 -1.14
N 2.29 0.01 -1.28
H -2.73 1.05 -0.06
C -6.20 3.90 -4.22
```

The expectation value of S² is 2.0064. Its HOMO-LUMO gap (alpha / beta) is 7.203 / 6.051 eV. The value obtained for the LUMO energy (alpha / beta) is -2.798 / -3.988 eV. The charge is +1. The HOMO energy (alpha / beta) is -0.3675 / -0.3689 Eh. The multiplicity is 3.

***

No. 2
This record from OMol25 describes a structure of composition C51H64BiN6O2P2S3. The level of theory is ωB97M-V with the def2-TZVPD basis set.

Structure (XYZ):
```
129
Properties=species:S:1:pos:R:3
C 0.24 -1.90 -4.12
C 1.83 2.42 5.75
H 0.56 -4.21 -1.45
H -4.13 -1.93 1.98
C 1.78 3.58 -2.56
H 2.61 0.18 -0.83
C 4.97 2.55 -0.37
H -3.19 3.35 -2.32
H -5.17 -1.85 -1.25
C 2.85 -2.55 -3.48
S -0.55 2.02 -2.84
C 1.93 -2.35 -2.46
H 0.92 5.45 0.55
C 0.03 4.70 3.45
C -4.10 -0.25 0.60
C -5.08 0.83 0.14
H -4.30 -5.67 0.64
N -0.39 -1.73 -1.79
C -0.85 -2.61 -0.98
C 3.15 1.01 1.08
H -1.12 -0.01 5.49
C 4.32 -1.13 2.68
H 0.88 -2.05 -6.15
H 2.75 0.74 6.67
C -1.17 -1.64 -4.55
H 3.39 -2.05 -0.92
C 2.26 0.35 4.62
H 2.68 -0.65 4.65
C -4.84 -1.28 1.46
O 0.42 -1.51 2.17
C 4.82 2.74 1.00
C -2.04 -2.28 -0.09
C 1.22 2.94 4.58
H 0.76 4.85 5.45
N -2.03 1.62 3.85
C 0.42 2.61 2.28
H 6.27 -1.74 3.32
C -1.39 0.48 3.52
H -5.14 0.38 -2.43
H 1.32 4.49 -2.95
C 1.13 2.12 3.42
H -5.51 1.33 1.01
H -2.81 5.00 -2.82
H -2.01 1.91 4.81
H 3.32 -4.82 3.01
H 1.71 -2.07 -0.34
C -1.11 -4.98 -0.44
N -2.82 2.42 3.04
H -1.20 -0.97 -5.40
C 2.50 -2.46 -4.82
C 3.01 -1.50 2.38
H 1.66 -3.18 2.30
H 5.70 3.13 -0.92
C -3.25 -5.92 0.54
O -1.74 -2.09 1.39
H 4.19 -1.89 -6.01
H -5.42 -0.75 2.22
H -3.90 -3.30 0.52
H -5.63 -0.91 -3.52
H 1.89 3.05 6.63
H 3.86 -2.83 -3.20
H -2.88 -6.25 1.52
C -4.81 -0.53 -2.92
C 4.18 1.62 -1.02
H 5.42 3.50 1.50
C 0.67 4.24 4.56
C 2.67 -2.85 2.51
P 1.86 -0.11 1.89
C 1.19 -2.13 -5.11
C 3.26 0.88 -0.30
C 2.41 -2.51 -1.05
H -0.43 -1.10 4.32
Bi -0.08 1.20 0.59
H -4.88 -3.33 -3.08
C -3.97 -2.86 -2.71
C 3.93 1.97 1.72
S -1.70 4.30 -0.81
C 5.26 -2.06 3.09
H -3.43 -3.58 -2.11
H -1.75 -1.21 -3.73
H -3.37 0.22 1.24
C -2.91 -3.49 0.13
C 3.52 -2.74 -5.89
H -4.59 1.58 -0.48
C -4.35 -1.60 -1.92
H -1.94 3.19 -4.39
H -3.98 -0.27 -3.59
H -5.91 0.39 -0.42
H -0.75 -6.00 -0.45
C -0.11 3.87 2.33
C -2.38 4.06 -2.48
H 3.04 -2.93 -6.85
N -1.25 0.08 2.26
H -3.13 -6.75 -0.15
C -2.44 -4.74 0.09
C 0.60 -2.01 -2.76
C 1.71 0.82 3.45
H 2.52 -3.56 -0.79
H -0.40 5.69 3.44
H -0.68 4.23 1.48
S 1.60 3.64 -0.74
H -3.35 1.85 2.38
C 1.19 2.34 -3.21
C -0.45 5.59 -1.13
C -0.37 -3.99 -0.96
N -0.92 -1.31 2.22
H -2.26 3.09 2.52
H 1.70 1.44 -2.85
N -0.98 -0.28 4.54
H 5.64 -4.13 3.53
H -0.39 5.68 -2.22
H 4.29 1.46 -2.09
H 2.85 3.63 -2.78
C -1.40 3.50 -3.50
H -5.54 -1.88 0.88
C 3.61 -3.78 2.92
H 4.62 -0.10 2.61
H -0.64 4.23 -3.78
H 3.84 2.12 2.79
H -0.83 6.53 -0.73
P -3.01 -0.80 -0.85
C 0.93 5.32 -0.53
H 4.13 -3.60 -5.63
H 1.31 2.40 -4.29
H 1.65 6.02 -0.95
H -1.64 -2.58 -4.85
C 2.31 1.14 5.77
H -3.36 -2.60 -3.58
C 4.91 -3.40 3.21
```

Its HOMO-LUMO gap is 7.092 eV. The value obtained for the LUMO energy is -2.520 eV. The charge is +1. The HOMO energy is -0.3532 Eh.

***

No. 3
This record from OMol25 describes a structure of composition C2H2N2OP. The level of theory is ωB97M-V with the def2-TZVPD basis set.

Structure (XYZ):
```
8
Properties=species:S:1:pos:R:3
C 0.45 -0.55 0.55
H -0.26 -0.44 1.43
P 1.85 -0.65 -1.70
C 0.64 0.09 -0.75
N 2.33 -1.56 -0.43
N 1.14 -1.48 0.95
O 3.27 -2.25 -0.33
H -0.11 0.95 -1.04
```

The calculation puts the energy relative to the best compared isomer or geometry (same formula, charge and spin) at 77.31 kcal/mol. Its HOMO-LUMO gap (alpha / beta) is 7.511 / 7.513 eV. The value obtained for the LUMO energy (alpha / beta) is -8.430 / -8.429 eV. The charge is +1. The HOMO energy (alpha / beta) is -0.5858 / -0.5859 Eh.

***

No. 4
This record from OMol25 describes a structure of composition C8H4Cl6Cr2O4. The level of theory is ωB97M-V with the def2-TZVPD basis set.

Structure (XYZ):
```
24
Properties=species:S:1:pos:R:3
O 1.50 -2.50 0.21
Cl 2.30 -0.05 -4.01
C 1.70 -0.37 -0.47
O 0.30 2.65 1.15
H -0.55 0.68 2.86
Cl -0.16 0.06 -5.52
H -2.81 -0.17 3.13
O -0.01 -1.78 2.58
C 0.00 0.41 1.97
C 1.28 -0.90 -5.18
C 1.40 1.06 -0.27
Cl -3.18 1.98 3.95
Cl -5.18 -0.07 3.36
C 1.21 -1.25 0.46
Cl 0.82 -2.49 -4.48
Cr 1.12 -3.73 2.13
H 2.23 -0.64 -1.37
C 0.54 1.44 1.08
O 1.61 2.07 -0.97
Cr 0.99 3.89 -0.31
H 1.74 -1.03 -6.16
Cl -3.57 1.06 1.28
C -3.59 0.56 2.92
C 0.34 -0.88 1.66
```

The expectation value of S² is 24.8030. Its HOMO-LUMO gap (alpha / beta) is 3.908 / 2.891 eV. The value obtained for the LUMO energy (alpha / beta) is -13.711 / -14.726 eV. The charge is +3. The HOMO energy (alpha / beta) is -0.6475 / -0.6474 Eh. The multiplicity is 10.

***

No. 5
This record from OMol25 describes a structure of composition C31H57CoN2O2P2S. The level of theory is ωB97M-V with the def2-TZVPD basis set.

Structure (XYZ):
```
96
Properties=species:S:1:pos:R:3
H -3.14 0.97 4.52
H 3.10 -0.71 -3.93
H 1.62 -5.32 -1.35
C -0.35 1.20 4.64
H -4.24 -1.23 2.95
H -1.59 3.45 -3.87
H -2.26 -0.23 3.53
H 1.51 5.01 2.49
H 2.39 0.91 -4.17
H 4.16 0.71 -4.12
C 0.91 3.03 1.87
C 1.06 3.49 0.41
H -5.17 -1.95 1.59
H -2.05 3.53 0.88
H 5.10 -0.51 -2.31
O 0.94 -2.01 3.02
H -2.60 -0.75 -1.24
H 5.00 0.61 -0.91
H -2.72 3.05 4.69
H 1.65 -3.68 0.85
H 1.09 2.63 -0.28
N -0.75 1.05 -0.94
C -1.85 3.17 4.02
C 3.37 2.12 -1.91
C -0.26 0.78 -2.20
H -1.36 -3.97 -3.69
C 1.40 -3.17 -1.27
H -4.55 -0.29 1.42
H -0.26 4.78 2.54
H 1.86 -2.57 -3.35
C -2.15 -3.64 -1.35
H -1.86 -2.28 3.35
C 2.37 -2.95 -2.45
C 0.71 4.29 2.74
C 0.79 -4.58 -1.36
C 0.68 -0.38 -2.28
O -1.93 -0.70 1.20
H -1.81 -3.64 -0.30
H -3.57 -1.80 -2.31
S -2.82 -1.96 1.06
H -2.75 1.89 1.01
C -1.80 3.05 -1.75
H -1.36 -3.54 2.18
H 2.85 -3.91 -2.70
H 2.37 -2.11 0.43
C -1.52 -2.46 -2.14
N 1.77 0.20 -0.17
H 0.78 4.08 3.82
C -1.22 -2.88 -3.59
C 2.19 2.27 2.28
C 1.93 0.12 -1.43
H -1.93 -4.62 -1.79
H 2.74 2.88 3.02
H 0.21 -4.75 -2.28
H -2.19 3.74 3.14
C 2.19 -3.13 0.07
C -1.34 2.77 -3.05
H -0.18 -2.66 -3.89
H -0.16 1.41 -4.26
C -4.32 -1.28 1.84
H 2.83 2.12 1.39
H -2.42 -0.64 -3.02
C -2.58 -1.33 -2.18
Co -0.18 -0.31 0.67
H 4.26 2.51 -2.44
P -0.51 1.75 1.89
C -1.84 2.46 0.74
C 3.22 0.60 -2.16
H 2.01 4.04 0.31
H 0.60 1.77 4.67
H 0.90 -0.63 -3.33
H 0.15 -4.80 -0.49
H -3.00 -3.57 2.87
C -2.20 -2.90 2.51
H -1.09 3.76 4.55
P 0.03 -1.82 -1.21
H 0.25 4.17 0.10
H 3.48 2.32 -0.84
C -1.35 1.77 3.61
C -0.55 1.64 -3.27
H -1.90 -2.39 -4.31
H -0.80 1.25 5.64
H 3.16 -2.24 -2.18
C -2.57 0.82 3.58
H -3.25 1.03 2.74
C 3.20 0.36 -3.68
C 0.49 -1.36 2.15
H 4.13 -0.95 -0.88
C -1.47 2.18 -0.70
H -0.11 0.15 4.43
C 4.44 -0.11 -1.52
H 2.48 2.67 -2.28
H 1.97 1.30 2.73
H -2.39 3.95 -1.54
H 3.16 -3.63 -0.10
H -3.25 -3.51 -1.35
```

The calculation puts the energy relative to the best compared isomer or geometry (same formula, charge and spin) at 0.00 kcal/mol. The expectation value of S² is 3.7808. Its HOMO-LUMO gap (alpha / beta) is 7.211 / 7.028 eV. The value obtained for the LUMO energy (alpha / beta) is -2.172 / -2.729 eV. The charge is +1. The HOMO energy (alpha / beta) is -0.3448 / -0.3585 Eh. The multiplicity is 4.

***

No. 6
This record from OMol25 describes an isolated molecule of C3H5FN4. The level of theory is ωB97M-V with the def2-TZVPD basis set.

Structure (XYZ):
```
13
Properties=species:S:1:pos:R:3
N 0.60 -1.61 -0.02
C 1.02 1.07 -0.01
F 3.29 0.48 0.04
N 0.22 2.11 -0.02
N -0.35 -0.77 -0.03
C 1.98 0.18 0.00
H -1.87 -2.11 -0.49
N 1.77 -1.19 -0.01
H -0.32 2.29 0.81
H -2.32 -0.38 -0.46
H -2.05 -1.25 1.06
H -0.25 2.33 -0.89
C -1.72 -1.16 0.02
```

The calculation puts the energy relative to the best compared isomer or geometry (same formula, charge and spin) at 98.87 kcal/mol. Its HOMO-LUMO gap is 8.564 eV. The value obtained for the LUMO energy is 0.015 eV. The HOMO energy is -0.3142 Eh.

***

No. 7
This record from OMol25 describes a structure of composition C5H13N. The level of theory is ωB97M-V with the def2-TZVPD basis set.

Structure (XYZ):
```
19
Properties=species:S:1:pos:R:3
H 0.79 0.97 0.01
H -0.23 -1.38 0.05
H 2.47 1.06 0.83
H -1.14 -0.33 1.85
C 2.44 -0.75 -0.09
H 2.11 -1.22 0.84
H -1.93 -1.58 -0.75
H 1.86 -1.24 -0.95
H -0.76 2.30 0.72
H 3.48 -0.96 -0.24
C -1.52 0.48 -0.19
C -1.02 -0.90 -0.56
H -0.45 2.13 -1.06
C -0.58 1.62 -0.11
H -2.88 -0.67 1.10
C -1.87 -0.23 1.03
H -0.52 -0.76 -1.51
N 2.12 0.67 -0.07
H -2.38 0.80 -0.89
```

The calculation puts the energy relative to the best compared isomer or geometry (same formula, charge and spin) at 172.83 kcal/mol. Its HOMO-LUMO gap is 5.035 eV. The value obtained for the LUMO energy is -1.230 eV. The HOMO energy is -0.2302 Eh.

***

No. 8
This record from OMol25 describes a structure of composition C46H27Cl4CrN4O5S. The level of theory is ωB97M-V with the def2-TZVPD basis set.

Structure (XYZ):
```
88
Properties=species:S:1:pos:R:3
H 3.83 0.65 3.36
C 0.16 3.11 -1.14
C -2.16 3.12 -2.14
C 0.98 0.87 5.14
C 3.25 -3.60 -0.33
N -1.47 -1.45 -1.16
N 0.33 -1.39 1.23
C 3.51 -6.24 -1.19
O 2.00 -0.73 -0.81
H 4.80 1.08 5.61
H 2.03 4.47 0.61
C 2.43 5.55 -2.89
C -3.45 -2.55 -1.04
C -1.05 2.50 -1.45
O 2.81 -0.89 -3.13
H 1.38 -6.18 -1.49
C 2.12 -4.31 -0.74
N 0.75 1.41 0.50
C -3.25 2.33 -1.94
C 1.63 6.68 -2.96
C 4.50 -4.21 -0.35
Cl 6.19 -6.28 -0.81
H 1.00 -1.74 4.50
C 0.35 6.68 -2.45
C 1.98 2.72 1.94
C 0.93 2.62 -0.05
H 0.85 1.24 7.26
H 3.43 5.56 -3.30
H -4.51 -2.73 -0.95
C 1.22 0.44 2.68
H 1.49 -2.58 -3.25
O 0.20 -3.72 0.56
H -2.57 -4.53 -1.58
H -7.92 1.01 -2.16
C -5.86 0.55 -1.70
C -1.28 -2.75 -1.46
C 1.75 3.44 0.81
O 0.75 0.30 -2.45
C 4.61 -5.52 -0.78
C 2.26 -5.63 -1.17
C -2.82 -1.30 -0.90
C 0.62 4.37 -1.78
H -0.15 -2.87 -3.83
H 2.51 3.49 -2.26
H -2.14 4.04 -2.70
C 0.08 -3.25 -1.74
C -2.46 -3.47 -1.40
C -0.14 5.53 -1.86
H 2.47 3.05 2.83
Cl 2.27 8.14 -3.71
H -5.51 0.94 -2.64
H 0.91 -4.24 -3.48
C -5.49 -0.62 0.35
H -0.09 0.82 5.00
C 3.73 1.02 5.47
H 5.38 -3.65 -0.06
C 1.81 0.70 4.03
C -3.49 -0.02 -0.98
C 0.77 -3.69 -0.71
C 2.88 1.18 6.55
C -2.78 1.14 -1.27
C 0.75 -1.87 3.46
Cl 3.55 1.48 8.15
C 0.52 -3.06 2.80
H 3.14 -2.57 -0.04
C 0.62 -3.24 -3.16
C 3.19 0.78 4.22
Cr 0.09 -0.16 -0.59
C 0.33 -2.71 1.46
O 2.98 1.22 -1.94
H -4.81 -1.07 1.05
C -4.96 -0.02 -0.80
H -7.24 -1.07 1.52
S 2.23 0.00 -2.15
C 1.35 1.44 1.75
H 3.62 -7.26 -1.53
C -6.85 -0.61 0.61
H 0.54 -4.07 3.18
H -4.24 2.53 -2.30
N -1.44 1.28 -0.98
C 1.50 1.11 6.40
H -1.13 5.55 -1.41
C -7.71 -0.01 -0.28
C 1.92 4.40 -2.30
H -0.25 7.58 -2.50
C -7.23 0.57 -1.44
Cl -9.44 0.02 0.05
C 0.67 -0.84 2.49
```

The calculation puts the energy relative to the best compared isomer or geometry (same formula, charge and spin) at 0.00 kcal/mol. The expectation value of S² is 3.9842. Its HOMO-LUMO gap (alpha / beta) is 4.550 / 4.605 eV. The value obtained for the LUMO energy (alpha / beta) is 3.623 / 3.623 eV. The charge is -2. The HOMO energy (alpha / beta) is -0.0341 / -0.0361 Eh. The multiplicity is 4.